# 1
An isolated ion of composition C5H14N2 and charge +2 at a distorted geometry, computed with ωB97M-V with the def2-TZVPD basis set.

XYZ file:
```
21
Properties=species:S:1:pos:R:3:forces:R:3
C -1.23718 -1.17154 -1.38982 -0.312 -1.594 0.317
C 0.05871 -1.01110 -1.09717 0.370 2.606 -0.427
N 1.22976 -1.65946 -1.83560 -1.197 -1.337 0.689
C 0.58359 0.23800 -0.35236 -1.505 -0.557 -0.503
C -0.37046 0.56152 0.85094 1.884 0.477 0.388
C 0.34945 0.27659 2.18302 -1.794 0.513 0.254
N -0.84500 2.03744 0.84481 0.892 -0.975 -0.701
H -1.70231 -2.15331 -1.33587 0.375 -0.428 -1.588
H -2.03455 -0.42312 -1.53473 0.761 0.253 1.289
H 2.12331 -1.25015 -1.54989 -0.092 0.148 -0.197
H 1.03940 -1.51150 -2.83155 0.386 0.177 0.005
H 1.34685 -2.67795 -1.73967 -0.221 -0.055 0.206
H 0.62908 1.05453 -1.08075 0.495 0.162 0.229
H 1.55012 -0.06159 0.06033 0.114 0.661 -0.120
H -1.32038 0.04073 0.76764 0.211 -0.324 0.079
H -0.49810 0.25938 2.89516 0.853 -0.504 0.273
H 0.92515 -0.64157 2.16291 -0.329 -0.280 0.082
H 1.02119 1.06049 2.52739 0.115 0.247 -0.384
H -0.11570 2.71655 0.60584 0.035 -0.156 -0.109
H -1.20245 2.32905 1.75630 -0.544 -0.148 -0.102
H -1.53050 1.98701 0.09307 -0.497 1.113 0.320
```
Forces are in eV/Å.

* orbital gap: 9.97 eV
* energy above the lowest of the compared OMol25 structures with the same formula, charge and spin: 1.935 eV
* SMILES: C=C([NH3+])C[C@@H](C)[NH3+]
* E_tot: -8373.4161 eV
* max |F|: 0.052 Eh/bohr
* net charge: +2

---

# 2
An isolated ion of composition C5H14N2 and charge +2 at a distorted geometry, computed with ωB97M-V with the def2-TZVPD basis set.

XYZ file:
```
21
Properties=species:S:1:pos:R:3:forces:R:3
C -1.31742 -1.97508 -0.24809 -4.482 0.228 -3.253
C -0.15382 -1.12684 -0.73372 -1.653 2.411 0.188
N 0.77276 -1.80956 -1.74615 0.783 -3.259 -0.567
C 0.46352 -0.48020 0.57721 -1.711 -1.401 1.587
C 0.64539 0.98336 0.54741 0.889 -0.527 -0.479
C -0.25284 1.82604 1.03691 4.022 2.265 -1.149
N 0.22899 3.31182 1.20380 0.972 0.054 -0.323
H -2.22319 -1.19983 -0.41961 1.845 -1.265 1.913
H -1.96836 -2.63219 -1.00845 2.455 0.490 1.075
H -1.25732 -2.49227 0.71077 0.017 0.418 -0.218
H -0.61648 -0.26315 -1.33038 0.920 -1.325 0.573
H 1.43783 -1.35816 -2.41655 0.001 0.638 1.561
H 0.17052 -2.20590 -2.50768 -0.157 -0.061 1.074
H 1.26394 -2.70170 -1.32099 -0.941 2.114 -0.944
H 1.38009 -1.02311 0.75254 0.631 0.251 0.309
H -0.13763 -0.60279 1.61117 0.735 -0.764 -2.800
H 1.66191 1.10948 0.12680 -0.708 1.610 0.432
H -1.20956 1.72673 1.41127 -1.717 -0.670 0.781
H -0.63533 3.95209 1.05192 2.106 -0.840 0.665
H 1.05629 3.59889 0.49822 -2.501 -0.802 1.772
H 0.69074 3.36236 2.20359 -1.506 0.436 -2.196
```
Forces are in eV/Å.

* orbital gap: 11.64 eV
* energy above the lowest of the compared OMol25 structures with the same formula, charge and spin: 2.637 eV
* SMILES: C[C@H]([NH3+])C/C=C/[NH3+]
* E_tot: -8372.7141 eV
* max |F|: 0.108 Eh/bohr
* net charge: +2